Record 1
Density functional theory data (ωB97M-V/def2-TZVPD) for a molecular structure, C3H5N3O.

Properties
**E_HOMO**: -7.217 eV
**LUMO level**: -0.01 eV
**Net charge**: 0
**Energy relative to the best compared isomer or geometry (same formula, charge and spin)**: 2.051 eV
**HOMO-LUMO gap**: 0.265 Eh

Positions of all 12 atoms, in Å:
C 1.4131 -0.1354 -0.3262
H -2.3085 0.6694 0.4505
H 1.5049 2.0049 -0.9709
H -2.3988 -0.9731 -0.0182
N -1.9418 -0.2866 0.5938
C 0.9692 1.1548 -0.5701
N 0.4186 -0.9133 0.1775
O 2.6626 -0.6330 -0.5358
H -2.0529 -0.6043 1.5627
C -0.5540 -0.0130 0.2094
H 2.6127 -1.5711 -0.3109
N -0.3526 1.2174 -0.2068

Force components x, y, z for each atom (eV/Å):
0.0 0.2 -0.1
-0.4 -0.5 0.2
-0.1 -0.2 0.1
0.1 0.3 0.1
0.0 -0.1 0.1
0.4 0.0 -0.1
-0.1 0.3 -0.1
0.0 -0.2 0.0
0.0 0.2 -0.2
-0.1 0.1 -0.1
0.1 0.1 0.0
0.1 -0.2 0.0

Record 2
Density functional theory data (ωB97M-V/def2-TZVPD) for a single C3H5N3O molecule.

Properties
**E_HOMO**: -8.985 eV
**LUMO level**: -0.89 eV
**Net charge**: 0
**Energy relative to the best compared isomer or geometry (same formula, charge and spin)**: 6.163 eV
**HOMO-LUMO gap**: 0.298 Eh

Positions of all 12 atoms, in Å:
H 2.2492 0.1941 1.1649
N 0.4464 -0.9701 0.8277
C -1.7362 -0.2708 0.0123
N 1.3462 0.2678 -0.8019
C 1.3118 0.0873 0.6247
H 1.9310 0.8887 -1.3495
H -2.2526 -0.7872 0.8330
H 0.3665 0.9071 0.7951
C -0.3465 -0.8489 -0.2165
O -1.2295 0.9757 0.3078
N 0.2601 -0.1558 -1.2935
H -2.3464 -0.2879 -0.9040

Force components x, y, z for each atom (eV/Å):
-0.1 0.0 -0.1
-0.1 0.1 -0.1
-0.3 -0.3 -0.1
-0.2 0.1 -0.1
0.4 -0.2 0.0
0.0 0.0 0.1
0.1 0.1 -0.1
-0.2 0.0 -0.1
0.0 0.1 0.1
0.0 0.1 0.1
0.3 -0.1 0.1
0.1 0.0 0.1

Record 3
Density functional theory data (ωB97M-V/def2-TZVPD) for a single C3H5N3O molecule.

Properties
**E_HOMO**: -8.396 eV
**LUMO level**: 0.78 eV
**Net charge**: 0
**Energy relative to the best compared isomer or geometry (same formula, charge and spin)**: 4.956 eV
**Structure (SMILES)**: [H]/N=c1/[nH]occ1N
**HOMO-LUMO gap**: 0.337 Eh

Positions of all 12 atoms, in Å:
O -0.1685 1.4064 -1.4809
H -0.5178 2.1577 0.9424
H -0.0632 -2.5244 -0.7017
H -0.2962 -2.1013 0.8775
H -0.0233 0.5198 2.5999
N -0.4837 0.9332 1.7936
N -0.0250 1.6960 -0.1291
C -0.0630 0.5681 0.5778
C -0.0512 0.0537 -1.5477
N 0.2151 -1.8832 0.0300
C 0.0635 -0.5402 -0.3303
H -0.0759 -0.3575 -2.5494

Force components x, y, z for each atom (eV/Å):
0.0 -0.1 -0.2
0.0 -0.1 0.0
0.1 0.1 0.1
0.1 0.0 -0.1
-0.1 0.0 -0.1
0.1 -0.1 0.2
0.0 -0.1 0.2
-0.1 0.2 -0.2
0.0 -0.1 0.1
-0.1 -0.1 0.0
0.0 0.2 -0.1
0.0 0.0 0.2

Record 4
Density functional theory data (ωB97M-V/def2-TZVPD) for a single C3H5N3O molecule at a distorted geometry.

Properties
**E_HOMO**: -10.177 eV
**LUMO level**: 0.92 eV
**Net charge**: 0
**Energy relative to the best compared isomer or geometry (same formula, charge and spin)**: 3.802 eV
**Structure (SMILES)**: COn1cncn1
**HOMO-LUMO gap**: 0.408 Eh

Positions of all 12 atoms, in Å:
H -1.7663 -0.8755 1.2398
H -1.5468 -2.0200 -0.1700
C 1.5415 0.5125 0.8958
N 1.9285 0.0786 -0.3832
N 0.2678 0.7146 1.0633
O -1.4757 -0.0104 -0.5660
H -3.0982 -1.0185 -0.0765
C 0.7498 -0.1473 -0.9867
C -2.0608 -1.0592 0.2091
N -0.1921 0.3523 -0.2351
H 0.5355 -0.4648 -1.9828
H 2.2691 0.6072 1.6922

Force components x, y, z for each atom (eV/Å):
-0.7 -0.3 0.2
-1.1 1.0 0.8
0.9 -0.5 -1.9
-0.8 -0.8 0.7
-1.3 -0.8 -1.9
-0.6 1.9 0.0
-0.3 -0.1 0.4
3.1 1.6 0.8
2.6 -1.2 -0.9
-1.6 -0.9 2.1
0.2 -0.3 -0.3
-0.2 0.4 -0.1

Record 5
Density functional theory data (ωB97M-V/def2-TZVPD) for a gas-phase ion, C3H5N3O (charge +2) at a distorted geometry.

Properties
**E_HOMO (spin up / spin down)**: -21.883 / -21.883 eV
**LUMO level (spin up / spin down)**: -13.86 / -13.86 eV
**Net charge**: +2
**Energy relative to the best compared isomer or geometry (same formula, charge and spin)**: 1.438 eV
**Structure (SMILES)**: [NH2+]=C1N=CC[N+]1=O
**HOMO-LUMO gap (spin up / spin down)**: 0.295 / 0.295 Eh

Positions of all 12 atoms, in Å:
H 1.3909 -1.8781 0.8850
C -0.5776 0.6674 0.0679
O -1.3661 -1.7142 -0.1577
H 1.0812 -1.6500 -0.8916
H 2.5876 0.6610 0.1072
H -1.6594 2.3780 -0.1976
H -2.4625 0.7734 0.0636
N -1.6390 1.3687 -0.0333
C 1.5348 0.2534 -0.0797
N 0.6569 1.1909 0.0199
C 0.9548 -1.1175 0.0772
N -0.5015 -0.9330 0.1390

Force components x, y, z for each atom (eV/Å):
-0.9 1.7 -1.3
0.1 1.9 -0.2
2.3 2.4 1.5
0.1 -0.2 0.3
-0.9 -1.5 -1.0
0.0 0.1 0.1
-1.0 0.9 -0.2
-0.3 -2.8 0.5
1.1 1.2 2.9
-0.7 -0.5 -0.6
1.9 -3.1 -0.1
-1.7 -0.1 -1.8

Record 6
Density functional theory data (ωB97M-V/def2-TZVPD) for 2 unconnected molecules or ions with the total composition C3H5N3OS at a distorted geometry.

Properties
**E_HOMO (spin up / spin down)**: -9.574 / -8.702 eV
**LUMO level (spin up / spin down)**: -0.87 / -0.96 eV
**Net charge**: 0
**Energy relative to the best compared isomer or geometry (same formula, charge and spin)**: 5.287 eV
**HOMO-LUMO gap (spin up / spin down)**: 0.320 / 0.284 Eh

Positions of all 13 atoms, in Å:
C 1.0744 1.2423 -0.1862
H -1.9925 0.8572 -0.9810
H 1.1071 -2.2774 1.3256
S -1.1185 -1.5297 1.5474
N -1.0778 1.1732 -0.8831
N 0.2240 -2.6043 1.6053
H 1.4557 3.0134 -1.4799
H 0.1216 -3.5354 1.2243
O -2.1159 -2.0802 0.6180
N -0.4616 2.0986 -1.6685
C -0.1334 0.6467 -0.0776
H 2.1021 0.8844 0.1957
C 0.8147 2.1111 -1.2399

Force components x, y, z for each atom (eV/Å):
2.1 -1.5 0.2
-1.6 -0.3 -0.5
1.1 1.1 -0.3
1.1 -0.5 -0.8
3.7 0.1 0.6
-1.5 0.0 0.5
-0.8 -1.5 -0.4
-0.7 0.0 0.0
0.1 0.0 0.2
0.4 0.5 0.2
-1.6 -1.8 1.5
-2.1 1.0 -0.4
-0.3 3.0 -0.8

Record 7
Density functional theory data (ωB97M-V/def2-TZVPD) for a single C3H5N3OS molecule at a distorted geometry.

Properties
**E_HOMO**: -7.636 eV
**LUMO level**: 0.56 eV
**Net charge**: 0
**Energy relative to the best compared isomer or geometry (same formula, charge and spin)**: 1.219 eV
**Structure (SMILES)**: [H]/N=c1\[nH]c(S)c(N)o1
**HOMO-LUMO gap**: 0.301 Eh

Positions of all 13 atoms, in Å:
C -0.2661 0.8957 -0.0617
N 2.7726 -0.6731 -0.1072
N -0.8753 2.1311 0.0132
S -2.4630 -0.8778 -0.1697
H -2.5213 -1.2744 1.0926
N 0.3580 -1.2490 -0.1511
O 1.1062 0.8381 -0.0849
H 0.3491 -2.1928 0.1921
H -1.8720 2.0395 -0.0974
C -0.7637 -0.3704 -0.1340
H -0.4070 2.8643 -0.4877
C 1.5247 -0.4685 -0.1000
H 3.0579 -1.6629 0.0959

Force components x, y, z for each atom (eV/Å):
-0.3 -1.3 -0.5
0.2 -1.4 0.8
0.5 -0.9 0.4
1.1 0.3 -0.5
-0.2 -0.1 0.5
0.9 0.7 -0.1
-0.6 0.8 -0.1
-0.1 0.0 0.0
0.0 0.4 -0.1
-0.4 0.8 0.5
-0.1 0.2 -0.2
-0.4 -0.6 0.0
-0.6 1.2 -0.7

Record 8
Density functional theory data (ωB97M-V/def2-TZVPD) for a single C3H5N3P2 molecule at a distorted geometry.

Properties
**E_HOMO (spin up / spin down)**: -8.007 / -8.552 eV
**LUMO level (spin up / spin down)**: -1.28 / -1.50 eV
**Net charge**: 0
**Structure (SMILES)**: P/N=P/c1ncc[nH]1
**HOMO-LUMO gap (spin up / spin down)**: 0.247 / 0.259 Eh

Positions of all 13 atoms, in Å:
C -1.9989 -0.3836 1.8092
C -0.8244 0.3285 2.1221
H -0.6575 0.7428 3.0725
C -0.6258 -0.2201 0.0923
H 3.4726 1.5098 -2.7273
P 0.0259 -0.6617 -1.5194
P 2.5934 0.2974 -2.9142
H -2.4414 -1.0266 -0.1617
N 1.5041 0.5261 -1.5970
N -1.8816 -0.6191 0.4996
H -2.8630 -0.5215 2.5131
N 0.0229 0.3803 1.0576
H 3.6737 -0.3522 -2.2469

Force components x, y, z for each atom (eV/Å):
0.1 1.8 2.0
-1.2 -1.3 -0.9
0.6 0.5 0.9
0.2 0.3 -0.6
-1.2 -0.8 -0.2
4.4 3.3 -0.6
1.0 1.0 0.2
-2.1 -1.4 -1.2
-4.1 -3.1 0.5
2.1 0.1 0.0
0.9 -0.1 -1.4
-0.3 0.2 1.2
-0.4 -0.5 0.0

Record 9
Density functional theory data (ωB97M-V/def2-TZVPD) for a single C3H5N3S molecule at a distorted geometry.

Properties
**E_HOMO**: -8.617 eV
**LUMO level**: -0.23 eV
**Net charge**: 0
**Energy relative to the best compared isomer or geometry (same formula, charge and spin)**: 2.447 eV
**Structure (SMILES)**: NN1C=NC(=S)C1
**HOMO-LUMO gap**: 0.308 Eh

Positions of all 12 atoms, in Å:
H -0.5409 1.6017 0.9368
S -1.8181 -1.5091 0.7452
N 0.8125 -1.0891 0.2326
H 2.1125 2.5344 -0.1860
H -1.2612 1.4066 -0.6665
C -0.4836 0.9419 0.0378
C 1.5103 -0.1945 -0.3537
N 1.4421 2.2907 -0.9099
H 1.7467 2.4434 -1.9129
N 0.8486 0.9788 -0.6786
C -0.5756 -0.5681 0.3227
H 2.6033 -0.1786 -0.6432

Force components x, y, z for each atom (eV/Å):
0.5 -0.7 -0.4
0.2 0.5 -0.2
-1.6 -0.2 -0.1
0.1 -0.1 -0.5
0.9 -1.2 1.0
-0.2 0.6 -1.9
0.7 2.1 -0.5
-0.5 -1.4 -0.8
-0.4 -0.6 2.0
-0.3 1.6 0.5
1.9 0.0 0.5
-1.3 -0.6 0.5

Record 10
Density functional theory data (ωB97M-V/def2-TZVPD) for a single C3H5N3S molecule.

Properties
**E_HOMO**: -8.910 eV
**LUMO level**: 0.51 eV
**Net charge**: 0
**Energy relative to the best compared isomer or geometry (same formula, charge and spin)**: 1.474 eV
**Structure (SMILES)**: Cn1nncc1S
**HOMO-LUMO gap**: 0.346 Eh

Positions of all 12 atoms, in Å:
C -1.5838 0.6873 -0.5333
N -0.2935 -0.7176 -1.5460
N -1.4053 -0.0651 -1.6485
C 1.5324 -0.9667 0.0193
C -0.4993 0.4941 0.3007
H 1.4181 -1.5244 0.9726
H -1.1131 1.8764 2.0006
H 1.8678 -1.6178 -0.8013
S -0.0280 1.1095 1.8692
H -2.4498 1.3227 -0.4185
N 0.2678 -0.3953 -0.3706
H 2.2867 -0.2032 0.1559

Force components x, y, z for each atom (eV/Å):
0.1 0.1 0.1
-0.1 0.0 -0.1
0.2 -0.1 0.2
0.1 -0.7 0.2
-0.3 -0.2 -0.4
0.1 0.2 -0.7
0.0 0.0 0.0
-0.3 0.1 0.4
0.0 0.0 0.0
0.2 -0.1 0.1
-0.1 0.3 0.1
0.1 0.3 0.1